Density functional theory data (ωB97M-V/def2-TZVPD) for C11H22O11Rb as an isolated structure at a distorted geometry.

Each line ends with the natural charge from an NBO analysis.
CARTESIAN COORDINATES (ANGSTROEM)
Rb1 -1.12839 -2.53310 1.62529  0.230
O1 -9.24073 -1.44210 1.35526  -0.772
C1 -8.44687 -0.24131 1.25526  -0.087
C2 -7.01030 -0.41541 0.56009  -0.118
O2 -6.30186 -1.65868 0.74737  -0.733
H1 -8.19668 0.14441 2.24355  0.119
H2 -9.03972 0.58559 0.86431  0.111
H3 -6.33534 0.42505 0.72182  0.111
H4 -7.30072 -0.48529 -0.48818  0.144
C3 3.90237 1.25016 2.89639  -0.265
O3 4.13071 2.62152 3.03715  -0.484
C4 3.31212 3.33632 3.75590  0.983
O4 2.30022 2.93864 4.35377  -0.647
O5 3.75398 4.62140 3.67509  -0.510
C5 3.20268 5.62105 4.57462  -0.253
H5 2.82944 1.06619 2.84115  0.210
H6 4.23975 0.76390 3.81171  0.181
H7 4.45464 0.72234 2.11888  0.203
H8 3.26016 5.27589 5.60692  0.193
H9 2.17144 5.89687 4.35419  0.192
H10 3.78012 6.53646 4.44541  0.194
C6 1.83530 -7.11300 -2.07207  -0.264
O6 2.71707 -6.38423 -2.85240  -0.496
C7 2.73475 -5.02685 -2.80272  0.989
O7 1.97440 -4.30244 -2.11472  -0.633
O8 3.86634 -4.59160 -3.51974  -0.513
C8 4.25915 -3.25165 -3.41648  -0.255
H11 1.35882 -7.84336 -2.72602  0.186
H12 0.94002 -6.61119 -1.70498  0.217
H13 2.46043 -7.66108 -1.36714  0.192
H14 5.33547 -3.13239 -3.54065  0.192
H15 4.05981 -2.78922 -2.44977  0.199
H16 3.70861 -2.70518 -4.18224  0.184
C9 -1.55607 0.45600 -3.32182  -0.257
O9 -1.52237 1.79741 -2.88547  -0.494
C10 -0.96969 2.16366 -1.75478  0.986
O10 -0.26661 1.43804 -1.04270  -0.661
O11 -1.48822 3.34579 -1.46047  -0.483
C11 -0.87965 4.06277 -0.37997  -0.263
H17 -2.14883 -0.22097 -2.70662  0.206
H18 -0.56370 0.07468 -3.56242  0.187
H19 -2.09385 0.45343 -4.26991  0.195
H20 -1.30094 5.06601 -0.31578  0.197
H21 0.19694 4.20177 -0.47867  0.185
H22 -0.99419 3.54367 0.57161  0.200

Cartesian forces, eV/Å:
Rb -0.2722 0.0847 -0.1053
O 1.9103 3.1181 -0.4735
C -1.8289 -3.4153 1.4021
C 1.1857 -3.7522 -0.9226
O -1.1176 2.7304 0.5100
H 0.4002 -0.1806 0.8414
H 0.1307 0.3167 -1.0510
H -0.1999 0.5503 0.3304
H -0.1633 0.5788 -0.5916
C -0.8940 -1.6229 1.4027
O 1.3931 0.4265 -1.2202
C -2.6950 0.6017 1.4847
O 2.4782 1.0246 -1.1879
O -0.3860 -0.0504 0.5148
C -0.1414 -0.3731 -0.0925
H 0.0647 -0.1160 -0.3166
H -0.0797 -0.0736 0.2271
H -0.0074 1.0381 -0.4540
H 0.0337 -0.0184 -0.0802
H -0.0799 -0.4747 -0.2015
H 0.3013 -0.3597 -0.0846
C -1.3221 -1.4494 -0.0157
O 1.0403 2.8279 -1.4508
C -0.2061 1.8348 2.1219
O 2.5591 -2.3833 -2.6954
O -1.8756 -2.2217 1.3140
C -0.4925 1.3643 0.1500
H 0.3649 -0.3274 -0.2197
H 0.6958 0.6779 0.6070
H -0.5373 0.2094 0.4904
H -0.0664 -0.5691 -0.4233
H -0.4330 -0.2956 0.1095
H 0.2534 0.3461 0.0313
C 0.0230 -0.6886 -0.9315
O -0.5870 0.3648 -1.0086
C 0.2464 -2.5701 1.9675
O -0.7825 1.8070 -1.2408
O 0.8423 1.0951 0.3519
C 0.4598 0.0474 0.7124
H 0.3995 0.2382 0.5980
H 0.0650 -0.0719 0.5177
H 0.0045 0.4072 -0.0235
H -0.3882 -0.3269 -0.2496
H 0.0671 -0.2591 -0.5436
H -0.3628 -0.0897 -0.1009

Output
Net charge ... -1
Multiplicity ... 1
Largest force on an atom ... 4.415 eV/A
Calculated total energy ... -34933.7502 eV